Record 1
Computed, not measured: a cluster of 3 separate species, C3H14NO2S in total, with ωB97M-V with the def2-TZVPD basis set.

Atoms and positions in Å:
H (3.053, -2.827, -0.021)
C (0.130, 1.853, 0.666)
H (-0.174, 2.862, 0.387)
H (-0.880, -1.271, -0.017)
H (-1.503, 0.844, -0.403)
H (1.235, 1.862, 0.683)
H (0.055, 0.326, 2.665)
C (-0.404, 0.788, -0.403)
O (3.085, -2.071, -0.624)
H (-0.158, -0.548, 1.160)
H (-0.280, 0.336, -2.462)
H (4.037, -1.923, -0.708)
H (0.768, -1.105, -0.028)
H (-3.199, -0.808, 1.291)
N (-0.115, -0.582, 0.125)
H (1.265, 0.841, -1.807)
H (-3.546, -2.060, 0.503)
O (-2.879, -1.363, 0.572)
C (0.186, 1.046, -1.777)
H (0.013, 2.072, -2.102)
S (-0.690, 1.729, 2.302)

strongest force on any atom: 4.1 eV/Å
calculated total energy: -725.36880 Eh
relative energy (zero: lowest compared OMol25 entry of this formula, charge and spin): 14.2 kcal per mole
net charge: +2
spin multiplicity: 2
lowest unoccupied orbital energy (alpha / beta): -9.787 / -13.325 eV
HOMO-LUMO gap (alpha / beta): 8.09 / 4.55 eV

Atom charges from the natural (NBO) analysis, given in e for atoms 1 to 2: 0.48, -0.62

Record 2
Computed, not measured: an isolated molecule of C25H25N3O4, with ωB97M-V with the def2-TZVPD basis set.

Atoms and positions in Å:
C (-1.502, 2.250, 0.284)
H (0.849, -1.836, 1.773)
C (4.022, 0.493, -0.279)
C (4.423, 1.812, -0.429)
H (-3.240, -3.693, 1.398)
H (0.847, 1.851, -1.080)
C (6.268, -0.103, 0.351)
H (-4.596, 3.602, 0.492)
N (2.338, -1.302, -0.346)
H (-4.903, -1.206, 0.715)
C (-1.723, -2.445, -0.338)
C (5.737, 2.174, -0.195)
H (-2.269, 4.065, 1.121)
N (0.892, 1.803, -0.073)
H (-1.497, -2.493, 1.809)
C (-4.158, 1.727, -0.441)
H (-4.659, -3.626, 0.335)
H (3.696, 2.548, -0.736)
C (3.243, -2.229, 0.084)
C (-1.023, -2.314, 0.858)
O (1.805, 0.675, 1.665)
H (0.118, 3.616, 0.604)
C (-3.146, 0.831, -0.752)
C (-1.055, -2.209, -1.541)
C (0.310, -1.946, 0.845)
O (2.963, -3.392, 0.276)
H (0.074, 2.252, 1.742)
H (-3.437, -1.160, 1.687)
C (2.584, 0.117, -0.542)
C (0.276, -1.845, -1.551)
H (-1.602, -2.324, -2.464)
H (2.779, 0.057, -2.484)
H (6.043, 3.201, -0.315)
H (7.682, 1.492, 0.387)
C (-5.583, 1.458, -0.820)
H (-6.202, 1.370, 0.073)
H (-5.980, 2.278, -1.417)
C (1.704, 0.892, 0.476)
C (-0.081, 2.541, 0.696)
C (4.946, -0.473, 0.112)
C (0.962, -1.703, -0.352)
O (2.196, 0.494, -1.851)
C (-3.821, 2.892, 0.241)
H (-3.378, -0.082, -1.281)
C (-4.278, -1.783, 1.391)
C (-1.835, 1.085, -0.390)
N (4.538, -1.782, 0.239)
H (-5.666, 0.539, -1.394)
C (-3.799, -3.058, 0.701)
O (-3.031, -2.800, -0.458)
H (5.194, -2.471, 0.576)
C (6.656, 1.213, 0.198)
H (6.979, -0.856, 0.656)
H (-1.070, 0.365, -0.634)
H (0.778, -1.670, -2.489)
H (-4.857, -2.042, 2.273)
C (-2.512, 3.153, 0.595)

strongest force on any atom: 0.7 eV/Å
calculated total energy: -1432.97119 Eh
relative energy (zero: lowest compared OMol25 entry of this formula, charge and spin): 20.0 kcal per mole
net charge: 0
lowest unoccupied orbital energy: 0.603 eV
SMILES: CCOc1ccc(N2C(=O)Nc3ccccc3[C@]2(O)C(=O)NCc2ccc(C)cc2)cc1
HOMO-LUMO gap: 9.06 eV

Atom charges from the natural (NBO) analysis, given in e for atoms 1 to 2: -0.05, 0.23

Record 3
Computed, not measured: a cluster of 11 separate species, C11H33N11O22 in total, with ωB97M-V with the def2-TZVPD basis set.

Atoms and positions in Å:
O (-0.863, -0.490, -5.112)
H (2.895, -3.012, -6.070)
O (-1.379, 1.558, -5.654)
O (-0.579, -0.251, -0.396)
H (-2.885, -0.443, 0.556)
H (-3.099, -2.554, -2.473)
O (-1.460, 2.768, -0.686)
C (2.143, -2.681, -5.353)
O (4.363, -2.898, -2.353)
H (3.391, 2.092, -3.551)
H (0.765, 1.723, 1.706)
H (-4.320, 3.887, -1.374)
H (-1.914, -1.408, -1.868)
N (2.603, -1.637, -4.384)
N (-2.575, 2.808, -1.105)
H (5.530, -2.281, 3.541)
O (-3.029, 0.627, 3.383)
C (5.425, -1.181, 3.355)
O (3.473, -0.864, 4.548)
N (4.197, -3.076, -1.128)
O (1.051, 1.163, -0.714)
H (1.910, -3.549, -4.716)
H (-0.300, 0.313, 2.025)
C (2.724, -2.959, -0.605)
H (-3.769, 3.575, 0.309)
O (-1.183, -3.441, -0.548)
N (4.002, -0.777, 3.435)
N (2.749, 3.106, -1.775)
H (-4.224, 1.362, 5.263)
H (-1.651, -2.170, -3.447)
H (-2.987, 4.852, -0.723)
H (5.854, -0.872, 2.386)
O (-2.478, 2.689, 3.022)
H (2.622, -3.497, 0.316)
C (-4.189, 2.157, 4.544)
O (-4.741, -1.735, -1.004)
H (0.184, 2.056, -3.881)
C (-3.465, 3.906, -0.700)
O (3.486, -0.383, 2.423)
H (-4.010, -0.979, 1.925)
N (-3.122, 1.833, 3.603)
N (-1.273, -3.444, -1.758)
O (1.699, 3.605, -2.281)
C (0.379, 0.450, 6.641)
H (2.423, 1.199, -2.349)
H (2.596, -1.873, -0.424)
N (0.204, 0.621, -0.024)
H (0.775, -0.573, 6.604)
C (3.181, 1.922, -2.515)
O (-0.656, -4.248, -2.505)
C (-0.062, 1.163, 1.349)
N (-1.063, 0.418, 6.109)
H (0.348, 0.414, -3.282)
H (1.197, -2.420, -5.872)
H (-0.927, 1.815, 1.298)
H (0.255, 0.854, 7.654)
H (2.008, -3.241, -1.349)
C (-2.040, -2.319, -2.459)
O (3.294, 3.484, -0.782)
O (-1.564, 1.522, 5.882)
H (0.931, 1.165, 6.033)
N (-4.809, -1.031, -0.053)
H (4.102, 1.547, -2.003)
H (-3.933, 3.074, 5.045)
N (-0.936, 0.696, -4.892)
C (-0.326, 1.183, -3.638)
H (-3.298, -2.189, 0.848)
O (1.736, -1.287, -3.579)
O (3.715, -1.257, -4.369)
O (-1.567, -0.639, 5.815)
O (-3.056, 2.037, -1.911)
C (-3.655, -1.140, 0.883)
O (5.141, -3.246, -0.399)
H (5.962, -0.767, 4.197)
H (-5.131, 2.318, 4.006)
H (-1.072, 1.174, -2.873)
O (-5.725, -0.322, 0.231)

strongest force on any atom: 4.0 eV/Å
calculated total energy: -2695.44463 Eh
relative energy (zero: lowest compared OMol25 entry of this formula, charge and spin): 31.5 kcal per mole
net charge: 0
lowest unoccupied orbital energy: -0.276 eV
SMILES: C[N+](=O)[O-].C[N+](=O)[O-].C[N+](=O)[O-].C[N+](=O)[O-].C[N+](=O)[O-].C[N+](=O)[O-].C[N+](=O)[O-].C[N+](=O)[O-].C[N+](=O)[O-].C[N+](=O)[O-].C[N+](=O)[O-]
HOMO-LUMO gap: 10.35 eV

Atom charges from the Löwdin analysis, given in e for atoms 1 to 2: 0.05, 0.09

Q: Which value of calculated total energy does entry 2 give?
A: -1432.97119 Eh

Q: What is the relative energy (zero: lowest compared OMol25 entry of this formula, charge and spin) in the third record?
A: 31.5 kcal per mole

Q: Which value of net charge does entry 1 give?
A: +2

Q: net charge of number 2 (C25H25N3O4)?
A: 0